(1)
Computed, not measured: a 2-piece molecular cluster, C4H8N2 overall at a distorted geometry, with the ωB97M-V functional and the def2-TZVPD basis.

Properties
Largest force on an atom (eV/Å): 4.2
Molar mass (g/mol): 84.1
ΔE to the lowest compared entry with this formula, charge and spin (kcal per mole): 106.2
SMILES: [H]/N=C/CN.C#C
LUMO energy (eV): 0.56
E_HOMO (eV): -8.83
E_tot (Eh): -266.5528

CARTESIAN COORDINATES (ANGSTROEM)
H -1.835576 -2.418864 0.618229
N -1.047552 -2.072998 0.069205
C -0.458657 -1.077634 0.567617
C 1.241127 -0.885625 0.136338
N 1.690729 0.430162 0.143040
H -0.662928 -0.701687 1.584829
H 1.752894 -1.507743 0.870217
H 1.250408 -1.327915 -0.857394
H 1.736963 0.827120 1.075553
H 1.083678 1.038379 -0.439253
C -0.943640 1.387612 -0.980055
C -1.329401 2.524162 -1.107707
H -0.845484 0.250109 -0.510190
H -1.632561 3.534922 -1.170430

Forces on the atoms, in the same order (eV/Å):
H -0.209 0.384 -0.086
N -0.141 -0.172 -0.337
C 3.584 -1.738 1.201
C -3.671 -0.499 -0.030
N 0.210 1.714 -0.292
H -0.397 0.437 -0.302
H -0.130 -0.036 -0.064
H 0.270 -0.131 0.026
H 0.008 -0.029 -0.154
H 0.906 -0.468 0.581
C -0.625 -2.493 1.661
C 0.450 -0.791 0.132
H -0.222 3.548 -2.103
H -0.034 0.274 -0.233

Mulliken atomic charge list, values in e, 6 entries: atom 1 (H): 0.258, atom 2 (N): -0.536, atom 3 (C): -0.196, atom 4 (C): -0.636, atom 5 (N): -0.499, atom 6 (H): 0.405

***

(2)
Computed, not measured: C4H8N2 in the gas phase at a distorted geometry, with the ωB97M-V functional and the def2-TZVPD basis.

Properties
Largest force on an atom (eV/Å): 2.3
Molar mass (g/mol): 84.1
ΔE to the lowest compared entry with this formula, charge and spin (kcal per mole): 62.4
LUMO energy (eV): 0.90
E_HOMO (eV): -6.46
E_tot (Eh): -266.6226

CARTESIAN COORDINATES (ANGSTROEM)
C -0.883899 -1.117272 0.202594
C 1.442345 -0.219784 0.210616
C 0.837215 1.161556 0.050992
C -1.448615 0.255612 -0.046543
H -1.543000 -1.850944 -0.295647
H -0.818045 -1.228212 1.317012
H 0.525338 -1.126323 -1.368267
H 2.398851 -0.267702 -0.296418
H 1.633554 -0.587176 1.282735
H 1.339680 2.120331 -0.356082
H -0.863108 2.183647 -0.187880
H -2.498781 0.535017 0.002633
N 0.523738 -1.259347 -0.339735
N -0.503277 1.222304 -0.032271

Forces on the atoms, in the same order (eV/Å):
C 0.591 0.624 -0.087
C -0.839 -0.605 1.127
C 0.305 1.227 -0.317
C 1.308 0.440 0.315
H 0.479 0.002 0.613
H -0.063 -0.636 -0.884
H -0.373 -0.190 0.882
H 0.125 -0.134 -0.170
H -0.186 1.037 -1.225
H -0.592 -1.986 0.972
H 0.341 -1.043 0.103
H 0.421 -0.028 -0.094
N -0.407 0.345 -0.637
N -1.111 0.947 -0.599

Mulliken atomic charge list, values in e, 6 entries: atom 1 (C): -0.493, atom 2 (C): -0.457, atom 3 (C): -0.314, atom 4 (C): -0.420, atom 5 (H): 0.309, atom 6 (H): 0.211

***

(3)
Computed, not measured: C4H8N2 as an isolated structure at a distorted geometry, with the ωB97M-V functional and the def2-TZVPD basis.

Properties
Largest force on an atom (eV/Å): 3.3
Molar mass (g/mol): 84.1
ΔE to the lowest compared entry with this formula, charge and spin (kcal per mole): 113.1
LUMO energy (eV): 0.84
E_HOMO (eV): -8.44
E_tot (Eh): -266.5417

CARTESIAN COORDINATES (ANGSTROEM)
C 1.051686 -0.058511 -1.562002
N -0.825636 -1.572301 -0.139828
C 0.442145 -1.179394 0.376716
N 1.389461 -0.686641 -0.493625
H -1.359778 -0.788677 -0.500263
H -1.381655 -2.047032 0.560000
H 0.863001 -1.967539 0.999447
H 0.478152 1.522481 -0.109064
H 1.841411 0.410385 -2.135513
H 0.106365 -0.221563 -2.083744
C -0.110711 1.574467 0.823717
C -0.962001 2.232143 1.394493
H -1.751784 2.749965 1.869553
H 0.219344 0.032218 1.000112

Forces on the atoms, in the same order (eV/Å):
C 0.571 -1.532 0.044
N -0.497 -0.295 -0.393
C -1.152 1.935 1.365
N 0.644 1.552 -1.089
H 0.000 -0.088 0.110
H 0.049 0.077 -0.070
H -0.101 0.334 0.302
H 0.058 -0.353 0.735
H 0.080 0.144 -0.031
H -0.298 0.379 0.295
C -0.790 1.689 -0.832
C 0.656 -0.808 -0.409
H -0.127 0.081 0.378
H 0.907 -3.116 -0.404

Mulliken atomic charge list, values in e, 6 entries: atom 1 (C): -0.493, atom 2 (N): -0.553, atom 3 (C): -0.149, atom 4 (N): -0.412, atom 5 (H): 0.241, atom 6 (H): 0.227

***

(4)
Computed, not measured: C4H8N2 in the gas phase at a distorted geometry, with the ωB97M-V functional and the def2-TZVPD basis.

Properties
Largest force on an atom (eV/Å): 2.3
Molar mass (g/mol): 84.1
ΔE to the lowest compared entry with this formula, charge and spin (kcal per mole): 36.4
SMILES: [H]/N=C\NC1CC1
LUMO energy (eV): 1.10
E_HOMO (eV): -9.03
E_tot (Eh): -266.6640

CARTESIAN COORDINATES (ANGSTROEM)
H 0.297861 -2.743821 -1.445346
N 0.246802 -2.766068 -0.420252
C 0.178756 -1.603995 0.130374
N -0.020169 -0.375484 -0.499855
C 0.427273 0.885430 -0.017351
C -0.414147 2.097623 -0.283595
C -0.373055 1.548596 1.158833
H 0.328016 -1.543619 1.182672
H -0.083627 -0.345462 -1.476290
H 1.551899 1.065263 -0.089801
H -1.368612 1.863488 -0.765673
H -0.013832 3.101019 -0.389302
H -1.333798 1.041482 1.462023
H 0.122691 1.986594 2.032888

Forces on the atoms, in the same order (eV/Å):
H -0.403 0.238 0.309
N 0.236 0.913 0.448
C 0.338 -0.419 -2.037
N -0.037 -0.119 1.054
C 1.107 1.059 1.649
C -0.764 -0.276 1.338
C -0.593 -1.255 -0.753
H -0.217 0.211 0.871
H -0.160 -0.673 -1.543
H -1.513 -0.235 0.496
H 0.366 0.441 0.020
H 0.220 -0.384 -0.530
H 1.350 0.282 -0.460
H 0.070 0.215 -0.861

Mulliken atomic charge list, values in e, 6 entries: atom 1 (H): 0.199, atom 2 (N): -0.675, atom 3 (C): 0.132, atom 4 (N): -0.322, atom 5 (C): -0.080, atom 6 (C): -0.638

***

(5)
Computed, not measured: C4H8N2 in the gas phase at a distorted geometry, with the ωB97M-V functional and the def2-TZVPD basis.

Properties
Largest force on an atom (eV/Å): 3.2
Molar mass (g/mol): 84.1
ΔE to the lowest compared entry with this formula, charge and spin (kcal per mole): 47.0
SMILES: C1NC[C@H]2N[C@@H]12
LUMO energy (eV): 1.10
E_HOMO (eV): -9.03
E_tot (Eh): -266.6471

CARTESIAN COORDINATES (ANGSTROEM)
C 0.608042 1.150514 -0.182535
N 1.284866 0.013344 0.430166
C 0.690150 -1.076560 -0.209915
C -0.770330 -0.742408 -0.314197
N -1.351878 -0.001545 0.728418
C -0.778863 0.674673 -0.384802
H 0.651927 1.909214 0.596252
H 0.843864 1.461092 -1.240946
H 2.246542 0.031960 0.558274
H 0.930009 -2.016343 0.317276
H 0.855029 -1.201819 -1.329494
H -1.341209 -1.423985 -0.955581
H -0.787794 -0.181044 1.533747
H -1.423275 1.301020 -1.040918

Forces on the atoms, in the same order (eV/Å):
C 0.677 1.059 0.043
N -1.990 0.991 -0.721
C -0.004 -2.961 -1.292
C -0.044 -2.682 -1.488
N -2.332 -0.803 1.034
C -0.671 2.596 -0.134
H 0.055 0.902 -0.704
H 1.000 0.020 1.039
H 1.814 0.116 -0.059
H -0.159 0.154 -0.351
H 0.918 -0.075 0.897
H -0.105 0.363 0.337
H 0.547 0.955 0.653
H 0.293 -0.635 0.746

Mulliken atomic charge list, values in e, 6 entries: atom 1 (C): -0.689, atom 2 (N): -0.339, atom 3 (C): -0.596, atom 4 (C): -0.103, atom 5 (N): -0.688, atom 6 (C): -0.100

***

(6)
Computed, not measured: C4H8N2 in the gas phase at a distorted geometry, with the ωB97M-V functional and the def2-TZVPD basis.

Properties
Largest force on an atom (eV/Å): 5.1
Molar mass (g/mol): 84.1
ΔE to the lowest compared entry with this formula, charge and spin (kcal per mole): 76.7
SMILES: C=C/C=N/NC
LUMO energy (eV): 0.88
E_HOMO (eV): -8.23
E_tot (Eh): -266.5998

CARTESIAN COORDINATES (ANGSTROEM)
C -0.306385 0.719518 3.288639
C -0.012104 0.706368 1.917204
C -0.142520 -0.290170 0.758377
N 0.285146 0.018992 -0.392148
N 0.378224 -0.925034 -1.344368
C 0.250043 -0.189990 -2.543805
H -0.258804 1.660424 3.718802
H -0.640347 0.011733 3.977035
H 0.151665 1.582916 1.418692
H -0.494070 -1.314058 1.132539
H -0.016457 -1.845143 -1.317628
H 0.024742 -0.831275 -3.505619
H -0.574626 0.439136 -2.453464
H 1.095382 0.458491 -2.812862

Forces on the atoms, in the same order (eV/Å):
C 0.966 -0.047 -5.040
C -2.096 -2.559 1.757
C -0.112 -1.246 4.138
N -0.119 -0.754 1.682
N 1.187 0.828 -0.607
C 0.265 -1.445 -4.349
H 0.337 1.820 0.731
H -0.324 -1.796 0.344
H 0.886 2.823 -0.434
H 0.463 0.945 -1.205
H -0.599 -0.179 0.678
H 0.602 0.781 2.000
H -1.578 1.268 -0.129
H 0.121 -0.440 0.435

Mulliken atomic charge list, values in e, 6 entries: atom 1 (C): -0.825, atom 2 (C): -0.143, atom 3 (C): -0.040, atom 4 (N): -0.311, atom 5 (N): -0.206, atom 6 (C): -0.762

***

(7)
Computed, not measured: C4H8N2 in the gas phase at a distorted geometry, with the ωB97M-V functional and the def2-TZVPD basis.

Properties
Largest force on an atom (eV/Å): 9.1
Molar mass (g/mol): 84.1
ΔE to the lowest compared entry with this formula, charge and spin (kcal per mole): 116.5
LUMO energy (eV): 0.93
E_HOMO (eV): -6.67
E_tot (Eh): -266.5364

CARTESIAN COORDINATES (ANGSTROEM)
C 1.250495 -0.630647 -0.120093
C -1.170594 -0.632746 -0.385008
C -1.212604 0.817459 0.003413
C 1.213810 0.931196 -0.302101
H 2.011498 -1.176985 0.469430
H 1.336897 -1.115805 -1.106842
H -0.302997 -1.254058 1.415752
H -1.959204 -1.226295 0.013198
H -1.423573 -0.973582 -1.366578
H -1.877013 1.526755 0.591702
H -0.027962 2.190498 0.321516
H 2.115172 1.365158 0.189835
N 0.070189 -1.112404 0.297506
N -0.024119 1.291459 -0.021727

Forces on the atoms, in the same order (eV/Å):
C 2.571 0.281 -2.546
C -0.178 -0.025 2.376
C -2.285 -0.607 -0.456
C 2.275 -3.577 0.828
H 0.259 1.243 -0.033
H 0.658 0.265 -0.195
H 2.352 1.025 -4.094
H -0.923 -0.122 1.398
H 1.337 0.555 -1.625
H 0.119 -1.712 -1.186
H 0.050 2.658 0.846
H -1.394 0.840 -0.436
N -6.919 -3.690 4.553
N 2.080 2.867 0.570

Mulliken atomic charge list, values in e, 6 entries: atom 1 (C): -0.265, atom 2 (C): -0.754, atom 3 (C): -0.071, atom 4 (C): -0.522, atom 5 (H): 0.400, atom 6 (H): 0.165

***

(8)
Computed, not measured: C4H8N2 in the gas phase at a distorted geometry, with the ωB97M-V functional and the def2-TZVPD basis.

Properties
Largest force on an atom (eV/Å): 8.8
Molar mass (g/mol): 84.1
ΔE to the lowest compared entry with this formula, charge and spin (kcal per mole): 74.9
SMILES: C=N/C=C(\C)N
LUMO energy (eV): 1.02
E_HOMO (eV): -7.67
E_tot (Eh): -266.6026

CARTESIAN COORDINATES (ANGSTROEM)
C 1.053095 2.297667 -0.909963
N 0.276199 1.312743 -0.829334
C 0.691580 0.118959 0.152062
C -0.375958 -0.574622 0.477631
C -1.674961 -0.751276 -0.205087
N 0.333553 -1.683143 1.124101
H 2.054743 2.333321 -0.433177
H 0.795106 3.155378 -1.529446
H 1.629633 0.375995 0.640945
H -1.674297 -1.627357 -0.854553
H -1.830260 0.140919 -0.808886
H -2.457876 -0.891346 0.540154
H 0.117191 -2.621236 0.820373
H 1.062250 -1.585999 1.815181

Forces on the atoms, in the same order (eV/Å):
C 0.775 -0.182 -0.027
N 0.546 -1.460 1.986
C -2.100 7.654 -3.849
C 4.389 -3.659 -0.018
C -0.053 0.343 0.460
N -2.527 -1.984 1.543
H -0.377 0.048 0.069
H -0.046 -0.065 -0.078
H 0.058 -1.069 -0.115
H 0.169 -0.062 0.044
H -0.247 -0.116 0.064
H -0.162 0.094 -0.089
H 0.012 0.214 0.312
H -0.438 0.244 -0.302

Mulliken atomic charge list, values in e, 6 entries: atom 1 (C): -0.259, atom 2 (N): -0.331, atom 3 (C): -0.360, atom 4 (C): 0.513, atom 5 (C): -0.994, atom 6 (N): -0.456

***

(9)
Computed, not measured: C4H8N2 in the gas phase at a distorted geometry, with the ωB97M-V functional and the def2-TZVPD basis.

Properties
Largest force on an atom (eV/Å): 1.1
Molar mass (g/mol): 84.1
ΔE to the lowest compared entry with this formula, charge and spin (kcal per mole): 17.6
SMILES: CN(C)CC#N
LUMO energy (eV): 0.87
E_HOMO (eV): -9.32
E_tot (Eh): -266.6939

CARTESIAN COORDINATES (ANGSTROEM)
C -0.450487 1.360559 0.180916
N -0.474749 0.044863 -0.436139
C -1.120921 -0.946796 0.405633
C 0.825830 -0.366411 -0.912703
C 1.912591 -0.303479 0.102973
N 2.741458 -0.204290 0.904268
H -1.464770 1.630676 0.488731
H -0.102886 2.105326 -0.543255
H 0.204165 1.406344 1.069269
H -0.632135 -1.083476 1.386293
H -1.140083 -1.911356 -0.112413
H -2.157956 -0.640408 0.577998
H 1.129361 0.270630 -1.751739
H 0.769317 -1.393824 -1.286845

Forces on the atoms, in the same order (eV/Å):
C -0.038 0.159 0.028
N 0.028 0.003 0.021
C -0.084 -0.123 0.078
C 0.026 -0.045 -0.171
C 0.706 0.076 0.732
N -0.824 -0.134 -0.757
H 0.141 -0.032 -0.075
H -0.029 -0.109 0.102
H -0.108 -0.019 -0.117
H -0.014 0.035 -0.128
H 0.014 0.134 0.090
H 0.177 -0.045 0.010
H -0.014 -0.057 0.145
H 0.020 0.157 0.040

Mulliken atomic charge list, values in e, 6 entries: atom 1 (C): -0.949, atom 2 (N): -0.052, atom 3 (C): -0.924, atom 4 (C): -0.606, atom 5 (C): 0.379, atom 6 (N): -0.417